# C34H35BrCrN4O4S4

C34H35BrCrN4O4S4 as an isolated structure (ωB97M-V/def2-TZVPD, the Open Molecules 2025 dataset).

- HOMO energy (spin up / spin down): -10.786 / -10.811 eV
- Frontier orbital gap (spin up / spin down): 6.99 / 7.49 eV
- <S²>: 3.79
- 2S+1: 4
- Energy above the lowest of the compared OMol25 structures with the same formula, charge and spin: 0.00 kJ/mol
- Net charge: +1

Element x y z (Å)
Cr1 -0.4158 0.1226 -0.0309
C1 -1.8741 -4.1359 0.2054
C2 -0.3558 -4.2377 0.3375
S1 0.6061 -2.7060 0.1156
C3 1.4356 -2.9886 -1.4604
C4 0.4946 -3.0852 -2.6513
S2 -0.5328 -1.5974 -2.7832
C5 -2.1559 -2.2767 -3.2143
C6 -3.0089 -2.7833 -2.0618
S3 -2.5626 -4.4336 -1.4438
H1 -2.2459 -3.1832 0.5747
H2 -2.3105 -4.9149 0.8330
H3 0.0506 -4.9780 -0.3525
H4 -0.1112 -4.5701 1.3472
H5 2.0423 -3.8918 -1.3819
H6 2.1270 -2.1498 -1.5730
H7 -0.1640 -3.9460 -2.5491
H8 1.0764 -3.1979 -3.5665
H9 -2.0004 -3.0515 -3.9658
H10 -2.6687 -1.4490 -3.7056
H11 -4.0375 -2.8707 -2.4163
H12 -3.0089 -2.0821 -1.2283
C7 -2.7012 -5.6660 5.4758
C8 -2.5711 -4.4038 4.6707
C9 -3.6195 -3.4890 4.5961
C10 -3.5086 -2.3306 3.8446
C11 -2.3339 -2.0910 3.1433
C12 -1.2695 -2.9815 3.2101
C13 -1.3935 -4.1266 3.9774
S4 -2.2384 -0.6417 2.1528
O1 -2.8843 0.4088 2.8848
O2 -2.7061 -0.9191 0.7935
N1 -0.6861 -0.3985 1.8563
C14 0.2948 0.0293 2.7443
C15 0.2416 0.1626 4.1067
C16 1.4118 0.5126 4.8200
C17 2.6126 0.6939 4.1946
C18 2.6921 0.5627 2.7866
C19 3.8841 0.6566 2.0395
C20 3.8589 0.4503 0.6858
C21 2.6316 0.2300 0.0507
N2 1.4891 0.1968 0.7069
C22 1.5172 0.2831 2.0759
H13 -3.5364 -5.6090 6.1715
H14 -1.7921 -5.8648 6.0433
H15 -2.8713 -6.5215 4.8192
H16 -4.5344 -3.6816 5.1424
H17 -4.3189 -1.6149 3.8055
H18 -0.3415 -2.7637 2.6926
H19 -0.5582 -4.8134 4.0490
H20 -0.6848 -0.0064 4.6388
H21 1.3468 0.6178 5.8947
H22 3.5065 0.9298 4.7565
H23 4.8167 0.8664 2.5488
H24 4.7617 0.4752 0.0931
H25 2.5881 0.0919 -1.0210
N3 -2.2818 0.8977 -2.2518
C23 -1.0842 1.4498 -2.6652
C24 -0.9540 2.0649 -3.9110
C25 0.2497 2.6308 -4.2541
C26 1.2937 2.6165 -3.3327
C27 1.0986 1.9680 -2.1397
N4 -0.0385 1.3145 -1.8294
H26 -3.0486 1.0467 -2.8897
H27 -2.5363 1.1344 -1.2987
H28 -1.8091 2.1143 -4.5716
H29 0.3676 3.1177 -5.2131
H30 2.2307 3.1169 -3.5275
H31 1.8542 1.9938 -1.3732
Br1 -0.4845 5.3566 -1.2475
C28 -1.7180 5.1135 0.1725
C29 -2.5955 6.1437 0.4614
C30 -3.5528 5.9667 1.4506
C31 -3.6491 4.7601 2.1267
C32 -2.7767 3.7272 1.8225
C33 -1.7884 3.9057 0.8564
C34 -0.8287 2.7879 0.6165
O3 0.3750 2.8932 0.6956
O4 -1.4337 1.6343 0.3627
H32 -2.5326 7.0727 -0.0876
H33 -4.2328 6.7760 1.6819
H34 -4.4061 4.6203 2.8867
H35 -2.8490 2.7724 2.3275

=====

# C34H35FN3OPtS2Te

C34H35FN3OPtS2Te as an isolated structure (ωB97M-V/def2-TZVPD, the Open Molecules 2025 dataset).

- HOMO energy (spin up / spin down): -3.728 / -3.729 eV
- Frontier orbital gap (spin up / spin down): 5.80 / 5.80 eV
- 2S+1: 1
- Net charge: -1

Element x y z (Å)
Pt1 1.0296 -0.5054 -0.1186
C1 5.3571 -0.2030 -0.5878
C2 3.9235 -0.5574 -0.8717
N1 3.0508 -0.4007 0.0758
N2 3.5706 0.0288 1.2947
C3 2.6849 0.2204 2.2102
S1 0.9912 -0.0123 2.0681
S2 3.2483 0.8598 3.7711
C4 3.2118 2.6368 3.3290
C5 1.8193 3.1942 3.2754
C6 1.1300 3.2613 2.0691
C7 -0.1870 3.6990 2.0331
C8 -0.8247 4.0828 3.2026
C9 -0.1407 4.0287 4.4111
C10 1.1710 3.5841 4.4451
C11 3.5735 -1.0584 -2.1984
C12 4.5721 -1.7077 -2.9514
C13 4.3539 -2.1415 -4.2355
C14 3.1129 -1.8896 -4.8337
C15 2.1150 -1.2647 -4.1344
C16 2.2880 -0.8719 -2.7838
O1 1.2752 -0.3360 -2.1763
H1 5.3985 0.7569 -0.0778
H2 5.9284 -0.1534 -1.5076
H3 5.8047 -0.9315 0.0907
H4 3.7290 2.7502 2.3774
H5 3.8064 3.1256 4.1018
H6 1.6127 2.9384 1.1536
H7 -0.7220 3.7153 1.0913
H8 -1.8555 4.4126 3.1742
H9 -0.6343 4.3241 5.3287
H10 1.6971 3.5197 5.3913
H11 5.5329 -1.8968 -2.4917
H12 5.1297 -2.6678 -4.7754
H13 2.9318 -2.2064 -5.8545
H14 1.1436 -1.0834 -4.5756
C17 -1.6810 -1.4545 3.4470
C18 -2.2396 -0.7116 2.2310
C19 -3.5041 0.0595 2.6260
C20 -2.4999 -1.6623 1.0769
C21 -3.3749 -2.7190 1.3010
C22 -3.6739 -3.6232 0.3000
C23 -3.1223 -3.4369 -0.9531
C24 -2.2579 -2.3794 -1.2346
C25 -1.8023 -2.2885 -2.6875
C26 -1.8234 -0.8951 -3.3178
C27 -0.4618 -2.9873 -2.9112
C28 -1.9051 -1.5073 -0.1904
N3 -1.0072 -0.4216 -0.4229
C29 -1.5890 0.7991 -0.6419
C30 -2.9848 0.9705 -0.8197
C31 -3.5692 2.1949 -1.0881
C32 -2.8073 3.3488 -1.2000
C33 -1.4366 3.2311 -1.0244
C34 -0.8700 2.0090 -0.7498
F1 0.4841 2.0190 -0.5636
H15 -1.4457 -0.7473 4.2460
H16 -0.7777 -2.0091 3.1919
H17 -2.4149 -2.1666 3.8327
H18 -1.5061 0.0241 1.9024
H19 -4.2840 -0.6226 2.9755
H20 -3.9013 0.6330 1.7889
H21 -3.2780 0.7549 3.4384
H22 -3.8206 -2.8390 2.2815
H23 -4.3448 -4.4532 0.4876
H24 -3.3756 -4.1218 -1.7554
H25 -2.5484 -2.8756 -3.2343
H26 -0.9390 -0.3199 -3.0474
H27 -2.7063 -0.3310 -3.0173
H28 -1.8501 -0.9964 -4.4071
H29 0.3454 -2.4669 -2.3993
H30 -0.2316 -3.0213 -3.9806
H31 -0.4830 -4.0077 -2.5253
H32 -3.6157 0.0943 -0.7600
H33 -4.6445 2.2386 -1.2168
H34 -3.2573 4.3085 -1.4146
H35 -0.7754 4.0858 -1.0999
Te1 1.1519 -2.9568 0.8155